{"formula": "C32H40N2O2OsP2", "method": "ωB97M-V with the def2-TZVPD basis set", "symbols": ["Os", "C", "C", "C", "P", "C", "C", "C", "C", "C", "C", "C", "C", "C", "N", "C", "C", "C", "C", "C", "C", "P", "C", "C", "C", "C", "C", "C", "H", "H", "H", "H", "H", "H", "H", "H", "H", "H", "H", "H", "H", "H", "H", "H", "H", "H", "H", "H", "H", "H", "H", "H", "H", "H", "H", "H", "H", "H", "H", "H", "H", "H", "H", "H", "O", "C", "N", "C", "O", "C", "C", "C", "C", "C", "C", "H", "H", "H", "H"], "xyz": [[-0.016, 0.574, 0.588], [-1.533, 1.410, -3.058], [-1.836, 2.575, -2.117], [-1.777, 3.880, -2.907], [-0.624, 2.555, -0.681], [-0.846, 4.040, 0.439], [-0.031, 3.731, 1.701], [-0.490, 5.435, -0.059], [0.984, 2.503, -1.558], [1.702, 3.560, -2.086], [2.952, 3.341, -2.658], [3.510, 2.071, -2.634], [2.786, 0.990, -2.160], [1.484, 1.173, -1.680], [0.643, 0.159, -1.239], [0.654, -1.123, -1.700], [1.342, -1.523, -2.865], [1.477, -2.858, -3.179], [0.885, -3.832, -2.387], [0.073, -3.452, -1.329], [-0.093, -2.120, -0.995], [-1.240, -1.592, 0.329], [-1.341, -2.930, 1.642], [-2.248, -4.126, 1.366], [-1.791, -2.286, 2.957], [-2.871, -1.301, -0.542], [-3.415, -2.484, -1.331], [-3.884, -0.761, 0.467], [-2.325, 1.319, -3.797], [-0.603, 1.591, -3.591], [-1.452, 0.460, -2.532], [-2.835, 2.464, -1.680], [-0.780, 4.058, -3.302], [-2.457, 3.800, -3.754], [-2.098, 4.730, -2.317], [-1.919, 4.006, 0.679], [1.034, 3.681, 1.466], [-0.169, 4.517, 2.442], [-0.349, 2.790, 2.165], [0.578, 5.526, -0.230], [-1.027, 5.722, -0.954], [-0.757, 6.145, 0.722], [1.298, 4.562, -2.070], [3.485, 4.169, -3.102], [4.514, 1.924, -2.999], [3.236, 0.012, -2.108], [1.760, -0.776, -3.523], [2.051, -3.140, -4.045], [1.014, -4.876, -2.618], [-0.447, -4.205, -0.760], [-0.300, -3.272, 1.733], [-3.292, -3.828, 1.364], [-2.027, -4.652, 0.442], [-2.116, -4.821, 2.194], [-2.866, -2.118, 2.945], [-1.570, -2.952, 3.789], [-1.298, -1.334, 3.149], [-2.629, -0.493, -1.249], [-3.808, -3.253, -0.676], [-4.234, -2.132, -1.956], [-2.658, -2.923, -1.977], [-4.259, -1.555, 1.108], [-3.440, 0.019, 1.090], [-4.734, -0.334, -0.061], [3.220, -1.715, 0.208], [2.771, -1.287, 1.235], [1.718, -0.378, 1.320], [1.331, -0.189, 2.600], [0.288, 0.486, 2.776], [2.217, -0.929, 3.493], [2.291, -1.053, 4.867], [3.264, -1.909, 5.382], [4.132, -2.599, 4.549], [4.079, -2.457, 3.161], [3.117, -1.617, 2.650], [1.618, -0.512, 5.512], [3.336, -2.031, 6.453], [4.865, -3.268, 4.969], [4.773, -2.978, 2.516]], "forces_ev_per_angstrom": [[0.86, -2.24, -2.74], [-0.11, -0.08, 0.25], [0.28, 0.11, 0.29], [-0.23, -0.06, 0.12], [-1.70, 0.28, -0.42], [0.24, -0.33, -0.06], [-0.25, -0.21, 0.05], [-0.14, -0.09, -0.10], [-0.25, -0.63, 0.48], [0.08, 0.09, 0.04], [-0.19, -0.05, 0.07], [-0.13, 0.02, -0.01], [-0.17, -0.15, 0.12], [0.76, 1.27, -0.62], [-0.63, 0.79, 3.60], [-0.33, -1.71, -0.72], [-0.10, 0.35, 0.26], [-0.08, -0.03, 0.05], [0.02, 0.17, -0.03], [-0.02, 0.08, 0.11], [0.13, 0.44, 0.23], [0.65, 1.47, -0.93], [0.27, 0.68, 0.09], [0.07, 0.02, -0.24], [0.18, 0.25, 0.09], [0.26, 0.22, 0.34], [0.19, 0.00, 0.02], [0.17, 0.11, 0.00], [-0.09, 0.03, -0.08], [0.10, -0.02, -0.10], [-0.04, -0.02, -0.10], [0.11, -0.07, 0.09], [0.11, 0.07, -0.04], [-0.02, 0.01, -0.09], [-0.02, 0.13, 0.00], [0.16, -0.12, -0.08], [0.06, -0.02, 0.05], [0.01, 0.07, 0.01], [0.11, 0.20, 0.06], [0.17, 0.06, -0.03], [0.02, 0.07, -0.11], [0.02, 0.05, 0.03], [-0.02, 0.02, 0.06], [0.09, 0.03, 0.03], [0.11, -0.08, -0.04], [0.09, -0.12, -0.03], [0.09, -0.01, 0.02], [0.05, -0.04, -0.15], [0.01, -0.15, -0.06], [-0.02, -0.14, 0.01], [-0.08, 0.13, -0.05], [-0.09, 0.01, -0.04], [-0.05, -0.07, -0.04], [0.02, -0.05, -0.01], [-0.07, 0.05, 0.03], [0.00, -0.08, 0.00], [0.00, 0.00, 0.08], [0.11, -0.18, 0.23], [-0.06, -0.10, 0.02], [-0.03, 0.00, -0.05], [0.00, -0.06, -0.12], [-0.03, -0.04, 0.08], [-0.12, 0.02, 0.04], [-0.06, 0.02, -0.01], [0.13, 0.02, -0.07], [-0.02, -0.49, -0.07], [-1.47, 0.35, 0.34], [1.10, -0.61, -0.14], [-0.39, 0.39, -0.63], [0.54, -0.33, 0.22], [-0.05, -0.03, -0.19], [-0.07, 0.08, 0.03], [-0.01, -0.02, -0.08], [-0.11, 0.23, -0.06], [-0.17, 0.11, 0.45], [-0.07, 0.04, 0.12], [0.04, -0.04, 0.05], [0.08, -0.03, 0.14], [-0.02, -0.04, -0.04]], "lowdin_charge": [1.230, -0.106, -0.496, -0.089, 0.993, -0.509, -0.136, -0.089, -0.270, -0.047, -0.014, -0.015, 0.007, -0.289, -0.110, -0.278, 0.019, -0.015, -0.006, -0.056, -0.268, 1.081, -0.483, -0.085, -0.100, -0.514, -0.075, -0.101, 0.100, 0.087, 0.034, 0.116, 0.078, 0.096, 0.065, 0.124, 0.088, 0.097, 0.033, 0.075, 0.061, 0.097, 0.106, 0.127, 0.127, 0.119, 0.122, 0.127, 0.127, 0.099, 0.118, 0.077, 0.068, 0.103, 0.079, 0.098, 0.051, 0.077, 0.069, 0.099, 0.075, 0.075, 0.067, 0.094, 0.140, -0.391, -0.001, -0.444, -0.086, -0.087, 0.028, -0.029, -0.023, 0.030, -0.074, 0.129, 0.120, 0.121, 0.133], "gap_ev": [5.36, 5.49], "de_lowest_kj_mol": 170.5, "e_homo_ha": [-0.5059, -0.5093], "max_force_ev_per_a": 3.74, "total_charge": 2}